{"formula": "C4H9N2", "method": "ωB97M-V/def2-TZVPD", "elements": ["C", "C", "C", "C", "N", "N", "H", "H", "H", "H", "H", "H", "H", "H", "H"], "xyz": [[1.370, 0.941, -0.640], [-0.040, 0.949, 0.729], [-2.152, -0.444, -0.405], [1.074, -1.413, 0.412], [0.492, 1.963, -0.072], [0.863, 0.050, 0.252], [1.663, 0.804, -1.686], [-0.516, 0.764, 1.683], [-1.555, -0.391, -1.354], [-3.057, 0.099, -0.147], [-1.939, -1.299, 0.206], [1.556, -1.444, 1.413], [1.765, -1.675, -0.359], [0.153, -1.850, 0.297], [0.323, 2.946, -0.329]], "nbo_charge": [0.28, 0.29, -0.46, -0.39, -0.59, -0.36, 0.25, 0.26, 0.19, 0.21, 0.16, 0.24, 0.24, 0.22, 0.47], "charge": 1, "multiplicity": 1, "gap_ev": [7.37, 9.55], "relative_energy_kcal_mol": 142.4}